[1]
A structure of composition C53H54BN9O5Ti in a non-equilibrium geometry. Source: the OMol25 dataset; level of theory: the ωB97M-V functional and the def2-TZVPD basis.

```
123
Properties=species:S:1:pos:R:3:mulliken_spin:R:1
Ti 0.06905 -0.16135 0.01910 0.700
O 3.27015 -2.15015 -1.77500 -0.002
O -0.59625 -1.98645 -0.57270 0.060
O 0.11035 -1.58915 -3.11010 0.001
O 1.60525 -0.88325 -0.97740 -0.019
O -1.64305 0.58885 -0.05300 -0.001
N -0.45605 -0.68835 1.84830 0.003
N 1.50625 1.50275 1.76440 0.063
N 0.35445 1.51015 -1.42900 0.012
N 2.85395 5.26475 0.36530 0.000
N 1.12925 2.61245 -1.32110 -0.014
N 3.21645 0.57385 0.18700 0.004
N 2.80515 4.22195 -0.46890 0.001
N 1.51465 2.70715 1.15570 0.008
N 3.36375 1.83595 -0.22710 -0.007
C -1.32095 -3.96085 0.61820 -0.003
C -1.73535 -0.53275 3.88280 -0.013
C -2.56575 -3.88925 -0.00510 0.004
C 3.77495 7.55765 0.39320 0.000
C 5.39295 1.00375 0.03980 -0.001
C 1.93115 -0.19955 -3.89460 0.002
C -4.77515 0.59675 1.92530 -0.004
C -2.16835 -5.77235 1.96830 0.000
C -2.88495 4.86745 0.06760 0.000
C 1.95875 -5.98615 -1.29480 0.002
C 0.46575 -4.14585 -0.84240 0.007
C -5.93175 -0.15785 2.00050 0.002
C -0.03625 -1.92225 2.26920 0.081
C -2.99485 2.46745 0.26770 -0.001
C -0.39625 3.06135 -2.85400 -0.004
C -4.39375 3.63275 -1.31700 0.001
C 2.00315 -2.70945 -4.10910 -0.001
C -2.44735 3.69145 0.64640 -0.001
C -0.15065 -3.10505 0.10420 -0.027
C -3.59255 -4.73585 0.35660 0.001
C -3.76895 0.25475 1.02940 0.001
C 4.41375 0.04675 0.35980 0.002
C 1.51815 0.63905 4.07850 0.000
C 1.49175 -1.53815 -3.27220 0.001
C -0.56805 1.76175 -2.36130 0.005
C -3.86655 4.85115 -0.91190 0.000
C 3.93155 5.80395 -1.51610 0.000
C -3.94715 -0.85245 0.21160 -0.003
C 3.52435 6.23055 -0.24130 0.000
C -3.40845 -5.68105 1.35300 0.000
C -1.80695 1.31325 2.20130 0.010
C -0.21405 -4.45935 -2.02600 0.000
C 1.57295 -4.92515 -0.50110 -0.006
C -6.10915 -1.25175 1.16670 -0.001
C 0.78975 -2.67935 1.27880 0.017
C 4.63915 -1.34845 0.81700 0.000
C 2.20405 -1.55495 -1.84430 0.001
C 0.17935 -5.51655 -2.81800 0.002
C -1.27005 -1.77615 4.32710 0.028
C 1.26185 -6.30775 -2.44820 0.000
C 1.30695 3.68095 2.06540 0.001
C -1.59055 0.79555 -2.84500 -0.010
C -1.13525 -4.93885 1.59470 0.001
C 3.45795 4.51875 -1.61500 0.000
C 4.68325 2.12335 -0.31720 0.002
C 1.38035 1.72335 3.06680 0.002
C -0.40885 -2.47005 3.47300 -0.020
C 0.67945 3.56355 -2.16770 -0.001
C -2.52415 1.12725 0.84630 -0.003
C -3.96245 2.45825 -0.73800 0.002
C -5.10865 -1.59915 0.27390 0.001
C 1.22835 3.10085 3.30820 0.006
C -1.32625 -0.02245 2.67560 0.080
B 2.18655 2.84355 -0.21890 -0.027
H -5.15215 3.60725 -2.08630 0.000
H 2.42665 0.82235 4.65640 0.000
H -1.05955 -3.86225 -2.33110 0.000
H -1.72015 -0.00025 -2.11490 0.012
H 5.70485 -1.52985 0.94090 0.000
H -3.14565 -1.09575 -0.47200 0.006
H -0.17285 -5.07105 2.06510 0.000
H -2.71195 -3.15945 -0.78250 0.000
H 1.67725 -2.58525 -5.13940 0.000
H 4.49005 6.36085 -2.24010 0.000
H -0.02575 -3.43585 3.76760 0.001
H -0.36195 -5.73455 -3.72930 0.000
H 4.24405 -2.02925 0.06150 0.001
H 5.04775 3.08665 -0.61660 0.001
H 1.25745 4.70435 1.76440 0.000
H 1.60615 -3.63955 -3.71590 0.001
H 1.09655 3.59675 4.25000 0.000
H -2.53535 1.31895 -2.98690 0.000
H -1.67025 3.74145 1.39390 0.001
H 1.90785 0.59635 -3.15240 0.000
H -2.45425 1.78785 2.93960 0.003
H -4.54445 -4.67495 -0.15050 0.000
H 1.56335 -7.15025 -3.05390 0.000
H -5.23565 -2.45045 -0.38030 0.000
H -7.02315 -1.82885 1.21870 0.000
H 1.24865 0.06125 -4.70200 0.001
H 2.15915 -4.70675 0.37670 0.000
H 1.59935 -0.32545 3.58170 -0.003
H -0.14255 -1.78785 -2.15910 0.018
H 4.56715 8.07925 -0.14040 0.000
H 6.46045 0.90185 0.08070 0.000
H 4.06855 7.43585 1.43380 0.000
H -4.37445 1.51415 -1.06000 -0.001
H 3.53985 3.80355 -2.40930 0.000
H -2.42055 0.03175 4.50180 0.001
H 2.87755 8.17685 0.36390 0.000
H -1.28275 0.35525 -3.79350 0.004
H 0.66925 0.60935 4.76090 0.001
H 1.12935 4.53185 -2.23860 0.001
H 2.94015 -0.28605 -4.29150 0.000
H 1.25625 -3.53565 1.76480 -0.006
H -4.20615 -6.35235 1.63570 0.000
H -2.45845 5.80835 0.38780 0.000
H -0.99485 3.56795 -3.58310 0.000
H -4.66875 1.46435 2.56100 0.000
H -0.94035 1.94615 2.00400 0.008
H 3.08785 -2.74635 -4.06040 0.000
H 4.12665 -1.53035 1.75990 0.000
H -1.58045 -2.18935 5.27350 0.000
H -1.99795 -6.51865 2.73320 0.000
H 2.81285 -6.57955 -0.99860 0.000
H -4.20985 5.77025 -1.36540 0.000
H -6.70885 0.11295 2.70460 0.000
H 1.56345 -2.02335 0.85840 0.005
```

electronic energy = -103286.1606 eV
relative energy (zero: lowest compared OMol25 entry of this formula, charge and spin) = 294.4 kJ/mol
molar mass = 955.75 g mol⁻¹
expectation value of S² = 0.7545
multiplicity = 2
gap between HOMO and LUMO (alpha / beta) = 6.84 / 7.60 eV
total charge = -1

***

[2]
A structure of composition C53H55Cl2N5O3W in a non-equilibrium geometry. Source: the OMol25 dataset; level of theory: the ωB97M-V functional and the def2-TZVPD basis.

```
119
Properties=species:S:1:pos:R:3:mulliken_spin:R:1
W -0.23546 -0.17538 0.65530 0.669
Cl -0.87892 2.91637 7.14641 0.001
Cl -4.19048 1.36452 3.18516 0.001
O -1.64489 0.54898 1.86040 0.092
O 0.76856 -1.40718 1.69449 0.061
O -1.56417 -1.68138 0.97907 -0.014
N -1.91974 0.54724 -0.70554 0.052
N 0.17043 2.03714 0.33960 0.131
N 1.90078 -0.07612 -0.08595 -0.013
N 0.74891 0.82290 2.71534 -0.002
N -0.15843 -1.58084 -1.12082 -0.033
C 2.60247 2.22394 0.28296 0.106
C -2.37511 2.08072 5.07927 -0.006
C 5.44659 1.09828 -0.30881 0.000
C -2.42828 -3.84421 0.93555 0.003
C -3.98306 1.58066 -0.92495 0.093
C 2.34049 1.45075 4.37426 0.001
C -6.02545 -1.12982 -1.40124 -0.010
C -2.15729 2.76799 0.27560 0.232
C -4.05156 0.39640 -1.59690 -0.097
C 2.25581 -3.14127 2.26463 -0.012
C -0.04068 -3.56416 1.21205 0.033
C -1.53188 1.08434 3.04024 0.011
C 2.57523 -1.23401 -0.24731 0.191
C 1.36724 1.91760 5.22107 0.005
C -0.26984 4.20014 1.04039 0.018
C -5.23111 -0.18329 -2.31184 -0.002
C 1.89918 -4.74427 -3.60046 -0.002
C 1.85727 -2.52504 -0.15967 0.145
C -1.21927 -2.07310 -1.87207 0.061
C -1.06571 5.41295 1.40661 0.002
C -2.28754 -5.21630 0.98690 -0.002
C -0.81633 2.95774 0.59053 -0.137
C 1.34531 2.72779 0.54151 -0.030
C 0.02111 1.81639 4.82161 -0.005
C 1.99202 0.90268 3.13667 0.002
C 1.18264 -2.66246 1.29297 0.043
C -5.03074 2.64331 -0.82404 0.005
C -1.45412 6.25072 0.17994 0.000
C 1.09071 4.06213 0.99237 -0.034
C -1.79514 -4.18474 -3.26389 -0.003
C 2.13743 5.08048 1.31798 -0.004
C 0.36272 -3.66267 -1.94054 -0.027
C 1.18262 -4.87719 -2.25048 -0.001
C -2.65237 1.66870 -0.39468 -0.140
C -2.76948 -0.22899 -1.44341 0.146
C 3.95792 -1.02565 -0.38962 -0.004
C -0.88929 -3.34507 -2.42187 0.083
C -4.87569 3.69131 -1.93474 0.009
C 5.15265 -2.21052 -2.24539 -0.005
C 2.60067 5.86820 0.08579 -0.006
C -1.32439 -2.98817 1.04391 -0.011
C 4.98264 -2.06535 -0.72692 0.001
C 2.87215 0.91177 -0.06310 -0.002
C 4.15282 0.34562 -0.28380 0.099
C 0.07181 -4.94826 1.27480 -0.006
C -1.02953 -5.77938 1.15653 0.006
C -2.43594 -1.44770 -2.00574 0.028
C -1.88273 -3.71507 -4.72204 0.011
C 5.75917 1.75397 -1.66005 0.011
C -1.10520 2.22254 5.57303 0.015
C 0.74962 -2.57010 -1.13439 0.177
C -2.59105 1.51876 3.81319 0.018
C -0.22175 1.25465 3.55019 -0.005
H 2.58027 -3.89184 -3.58672 0.002
H 0.53703 -5.75826 -2.26237 0.002
H 5.41500 1.87661 0.45830 0.004
H 1.79200 6.48762 -0.30187 0.001
H -5.65159 4.45501 -1.85957 0.000
H 6.25906 0.41990 -0.04148 0.001
H -6.40323 -0.58843 -0.53311 0.002
H -0.56314 6.55867 -0.36728 0.002
H -1.96983 5.11172 1.94066 0.000
H -6.87148 -1.56446 -1.93604 0.000
H -4.94653 3.21877 -2.91516 -0.001
H 1.73910 5.77455 2.06058 -0.001
H 1.17343 -4.58094 -4.39661 0.000
H -3.90173 4.17846 -1.86860 -0.002
H 2.91467 5.19050 -0.70940 -0.001
H -2.00131 7.14525 0.48118 0.000
H -5.38722 -1.93735 -1.04013 0.002
H 4.91497 2.35753 -1.99539 -0.001
H -0.90374 -6.85368 1.20289 0.000
H 5.89181 -2.97737 -2.48524 0.000
H -0.48030 6.03123 2.09001 -0.001
H -3.19930 -1.96215 -2.57504 0.003
H -1.44934 -5.21936 -3.23197 0.002
H 2.47208 -5.64392 -3.83283 0.000
H -3.39873 -3.37932 0.80480 0.002
H -2.84185 3.57995 0.48156 0.040
H -0.90882 -3.77426 -5.20770 -0.002
H 5.94216 -1.79989 -0.27834 0.001
H 2.75018 0.50997 2.47065 0.002
H -2.58316 -4.33642 -5.28225 0.000
H -4.97327 3.13157 0.15072 0.002
H -3.16077 -5.85156 0.90190 0.000
H -3.22344 2.39891 5.66860 0.000
H 5.47736 -1.26851 -2.68633 0.001
H 4.68894 -3.03284 -0.31381 0.000
H 6.63578 2.39776 -1.57030 -0.001
H 5.96653 1.00730 -2.42580 -0.001
H 2.53783 -3.36122 -0.30210 -0.012
H 3.10191 -2.45229 2.21381 0.000
H 3.38347 1.50374 4.65480 0.000
H 3.44407 2.89475 0.40582 0.010
H -6.01945 2.18601 -0.89422 0.001
H -2.79467 -4.17095 -2.82155 0.002
H -2.22143 -2.67985 -4.77536 -0.001
H 1.92221 -5.03801 -1.46373 -0.001
H 1.85392 -3.13252 3.27846 0.000
H 4.20454 -2.48457 -2.71091 0.004
H 2.60784 -4.14376 2.03012 -0.001
H 1.04971 -5.39534 1.40892 0.001
H 3.43989 6.51939 0.33497 0.000
H -2.08160 5.67435 -0.50099 -0.002
H -4.90190 -0.72395 -3.20163 -0.004
H 1.61313 2.34364 6.18364 0.000
H 2.99621 4.58452 1.77545 -0.004
H -5.88154 0.62534 -2.65011 -0.001
```

electronic energy = -96321.9364 eV
molar mass = 1064.80 g mol⁻¹
expectation value of S² = 2.2170
multiplicity = 3
gap between HOMO and LUMO (alpha / beta) = 5.39 / 5.10 eV
total charge = 0

***

Among the records above, which one has the lowest total charge? C53H54BN9O5Ti

***

What is the total charge in the second record? 0